Entry 1:
The following is a DFT calculation (ωB97M-V/def2-TZVPD) of a cluster of 10 separate species, C26H54BBr22NO3P in total.

Positions of all 108 atoms, in Å:
Br: 2.5300 2.5936 -4.9181
Br: -1.4248 1.9287 3.5159
Br: 0.9380 -2.4910 -5.4690
Br: 3.6862 -4.7469 -6.5221
Br: 10.3938 1.4290 6.7609
Br: 4.4490 -0.1389 1.3268
Br: 1.2993 8.1453 -2.4205
Br: -2.2138 0.2408 0.3142
Br: 4.9999 0.8297 5.6550
Br: 1.6853 2.2471 0.7657
Br: -5.9316 4.6746 6.1699
Br: -3.5504 6.3110 3.5990
Br: -1.5362 -5.2173 -1.3631
Br: 9.5520 -0.8277 3.9648
Br: -4.4010 -11.5072 -0.3741
Br: -3.6107 -7.7018 -3.1446
Br: -7.7651 7.5607 4.7768
Br: -4.3443 4.6409 0.4066
Br: 0.7312 4.6071 -1.5228
Br: 1.9149 0.3315 -7.7679
Br: -3.6632 -9.2706 2.4699
Br: 6.5459 2.4873 2.7275
P: -0.6130 -0.6510 -4.8957
O: -4.4230 -0.7441 -1.9180
O: -4.9423 -2.3940 -0.3263
O: -2.2791 -1.4157 -1.0175
N: 0.3897 -1.3285 -3.8025
C: 11.2936 -0.2951 4.6576
C: 6.7026 0.4751 4.7737
C: -3.4450 -7.3492 -1.2338
C: 1.8097 -4.7319 -7.0576
C: -4.5291 6.9776 2.0510
C: -2.7659 -10.9045 1.8999
C: -3.3258 -5.8713 -0.9572
C: -5.9998 6.5227 6.7809
C: -5.3998 5.9018 1.4517
C: -2.6874 -10.9889 0.3959
C: 3.4792 0.9792 -5.4607
C: -3.0052 -0.6498 -1.7559
C: 11.2772 -0.2026 6.1631
C: 1.2961 -3.3208 -7.2150
C: 3.5974 0.8924 -6.9633
C: -2.2503 0.4823 -2.6359
C: 1.9435 7.1241 -0.8898
C: 2.3147 5.7167 -1.2865
C: 1.8698 0.8405 2.1016
C: -7.3865 7.0975 6.6326
C: 3.2866 0.7525 2.6129
C: -2.4034 2.5926 1.9650
C: 7.3675 1.7588 4.3414
C: -5.5384 -3.0760 -2.5947
C: -3.2716 1.5104 1.3644
C: -4.9190 -2.0244 -1.5325
B: -2.2967 -0.0487 -4.1983
H: 3.8752 1.8371 -7.4305
H: 1.9907 -2.6661 -7.7440
H: 2.8207 7.6676 -0.5350
H: 0.3335 -3.3187 -7.7352
H: 3.3330 0.1369 3.5105
H: -3.8145 0.9295 2.1108
H: -1.2031 0.6328 -2.2098
H: -0.0284 0.4858 -5.5777
H: -3.7909 7.3739 1.3541
H: -3.1784 -0.8526 -4.2765
H: 2.9478 0.1342 -5.0197
H: -1.6644 2.9889 1.2679
H: -3.9820 1.9382 0.6562
H: 11.9817 -1.0749 4.3278
H: -4.3579 -7.7513 -0.7910
H: 1.1640 7.1659 -0.1293
H: 3.7310 1.7250 2.8219
H: 1.7843 -5.2628 -8.0116
H: -5.1396 7.7981 2.4323
H: -5.2431 7.0711 6.2192
H: -2.5906 -7.9241 -0.8776
H: -6.3852 -2.5558 -3.1765
H: 4.4658 1.0622 -5.0018
H: 1.2618 -5.3092 -6.3120
H: 1.1882 1.1215 2.9053
H: -2.3992 -10.0491 -0.0741
H: 1.5186 -0.0828 1.6407
H: 8.4066 1.5804 4.0694
H: -4.7482 -3.5062 -3.2968
H: 2.8849 5.2315 -0.4922
H: -1.9907 -11.7710 0.0904
H: -3.4683 -5.6665 0.1050
H: -3.3048 -11.7374 2.3508
H: 6.4997 -0.2075 3.9478
H: -2.6405 0.8889 -4.8694
H: -6.0458 -3.9311 -2.0131
H: 12.2933 -0.1356 6.5552
H: 7.3065 -0.0380 5.5226
H: -0.9416 -1.6910 -5.8494
H: 4.3193 0.1253 -7.2485
H: -0.0925 -1.2747 -2.8909
H: 2.8805 5.6654 -2.2167
H: -1.7666 -10.8459 2.3341
H: -3.0123 3.4131 2.3455
H: 11.5561 0.6437 4.1704
H: -2.8374 1.4543 -2.4800
H: -7.4746 8.0357 7.1828
H: -5.9426 5.3209 2.1975
H: 10.7627 -1.0361 6.6406
H: -6.1111 6.3321 0.7449
H: -4.0240 -5.2665 -1.5352
H: -5.7094 6.4854 7.8321
H: -8.1726 6.4162 6.9571
H: 7.3241 2.5403 5.0999

Its energy is -58297.9108 hartree. As for the net charge: -1. For the HOMO-LUMO gap, the calculation gives 6.05 eV. The HOMO energy is -0.175 hartree.

=====

Entry 2:
The following is a DFT calculation (ωB97M-V/def2-TZVPD) of a structure of composition C26H28N2S2SiTc.

Positions of all 60 atoms, in Å:
Tc: 0.5053 1.0056 -0.7129
S: 4.4978 3.2235 0.1996
S: 1.4903 -2.0260 2.4765
Si: -2.0988 3.4404 1.3384
N: 2.1817 2.0539 0.0288
N: 0.9702 0.0266 0.9976
C: 2.7054 -0.8147 2.3070
C: -3.9004 5.5610 2.1405
C: 2.0370 0.4418 -2.0824
C: -0.2031 0.3116 -2.6357
C: -1.9095 3.7560 -0.4662
C: 2.2579 0.2089 1.5020
C: 4.2180 1.7781 1.1159
C: -1.6649 3.1424 -2.8052
C: 0.9665 1.1238 -2.7572
C: -1.5955 4.4871 -3.1904
C: 0.1015 -0.8087 -1.8102
C: -3.4873 2.3091 2.1960
C: 2.8821 3.1187 -0.4635
C: 2.4926 4.0876 -1.5310
C: -1.9135 6.9412 3.5652
C: 0.4025 -1.1131 1.4557
C: -3.1783 7.5262 3.4049
C: 1.4875 -0.7294 -1.4687
C: 2.9105 1.3589 0.9973
C: -4.1676 6.8105 2.7240
C: -2.5891 5.0262 2.2153
C: -1.7230 2.7688 -1.4611
C: -1.6115 5.6960 2.9872
C: -0.9621 -1.5625 1.1249
C: -1.8564 5.1077 -0.8512
C: -1.6737 5.4624 -2.1839
H: 3.1222 4.9926 -1.4046
H: -3.3750 2.2754 3.2872
H: 2.0423 -1.4835 -0.9156
H: 0.9999 2.0911 -3.2509
H: 2.7445 3.6403 -2.5140
H: 1.4292 4.3735 -1.4643
H: -1.4203 -0.8407 0.4251
H: -5.1618 7.2327 2.6305
H: 4.9637 1.2862 1.7264
H: -1.7624 1.6976 -1.1652
H: -1.1372 7.4882 4.0977
H: -3.4305 1.3108 1.7499
H: -2.4385 -0.0063 4.4599
H: -1.7370 2.3643 -3.5702
H: -1.6378 6.5196 -2.4324
H: 3.6954 -0.8807 2.7395
H: -0.5956 -1.5613 -1.4365
H: -0.8721 -2.5618 0.6754
H: -0.6265 5.2336 3.1118
H: -1.1454 0.5033 -3.1314
H: -1.5765 -1.6508 2.0418
H: -3.1625 0.0324 4.1635
H: -4.4827 2.7143 1.9204
H: -3.3793 8.5354 3.7809
H: -2.0019 5.8747 -0.0886
H: -1.5361 4.7857 -4.2501
H: 3.0751 0.7687 -2.0198
H: -4.7045 5.0213 1.6166

Its energy is -2283.0538 hartree. As for the multiplicity: 4. As for the net charge: +2. For the HOMO-LUMO gap (alpha / beta), the calculation gives 5.30 / 5.35 eV. The HOMO energy (alpha / beta) is -0.448 / -0.486 hartree. Its expectation value of S² is 3.7695.

=====

Entry 3:
The following is a DFT calculation (ωB97M-V/def2-TZVPD) of a cluster of 2 separate species, C5H8N2 in total.

Positions of all 15 atoms, in Å:
N: 0.2059 -1.0806 -0.5055
N: 1.2847 2.0120 0.4217
C: 0.7882 1.2929 -0.3420
C: -1.0060 -0.4187 -0.9268
C: -2.0490 0.1317 0.0205
C: 0.3042 0.2204 -1.1945
C: 2.0293 -0.5794 1.4380
H: 1.6077 0.1468 2.1230
H: 2.7789 -1.2687 1.8213
H: -2.8058 0.6966 -0.5371
H: -2.5548 -0.6948 0.5298
H: -1.4507 -0.8723 -1.8232
H: -1.6075 0.7909 0.7731
H: 1.7591 -0.6247 0.4070
H: 0.7160 0.2478 -2.2053

Its energy is -304.6220 hartree. As for the net charge: 0. For the HOMO-LUMO gap (alpha / beta), the calculation gives 11.11 / 7.02 eV. For the energy above the lowest of the compared OMol25 structures with the same formula, charge and spin, the calculation gives 560.6 kJ/mol. The HOMO energy (alpha / beta) is -0.389 / -0.305 hartree.

=====

Entry 4:
The following is a DFT calculation (ωB97M-V/def2-TZVPD) of an isolated molecule of C20H25NO5.

Positions of all 51 atoms, in Å:
O: -1.7810 0.7177 -0.3935
O: 5.2174 1.4416 -0.7659
O: -0.5973 -3.3522 1.9644
O: -2.4620 -1.8816 -2.1030
O: 1.4790 -2.4725 0.3486
N: -2.6499 -1.9977 0.1375
C: 2.3694 -1.4797 0.0351
C: 6.5371 1.3324 -0.2946
C: -2.8767 2.8189 0.2319
C: 3.0492 0.5868 -0.9764
C: -2.6804 -1.3358 -1.0385
C: -3.2487 0.7349 -2.3451
C: -0.6760 -3.4379 0.5581
C: -2.1519 -3.3574 0.1327
C: 0.1455 -2.3211 -0.0948
C: -0.3767 3.7307 1.0131
C: -2.9707 0.1742 -0.9550
C: 4.3361 0.4425 -0.4640
C: -1.4843 4.5525 1.1538
C: -2.9147 -1.3991 1.4288
C: 4.6318 -0.6813 0.3002
C: -0.5123 2.4632 0.4867
C: 2.0735 -0.3610 -0.7372
C: 3.6546 -1.6271 0.5457
C: -2.7265 4.0896 0.7636
C: -1.7660 1.9966 0.0879
H: 0.5999 4.0793 1.3138
H: -3.2920 1.8208 -2.3193
H: -3.5972 4.7200 0.8693
H: -2.7451 -3.9662 0.8176
H: 0.0785 -2.4001 -1.1861
H: -2.2545 -3.7362 -0.8854
H: -4.1914 0.3418 -2.7151
H: -2.5477 -2.0751 2.1965
H: 0.3418 1.8135 0.3719
H: -2.4560 0.4243 -3.0204
H: -0.2703 -4.4085 0.2312
H: -0.2437 -1.3458 0.2208
H: 5.6166 -0.8343 0.7122
H: 0.3315 -3.2112 2.1872
H: -2.3992 -0.4465 1.5446
H: 7.0548 2.2182 -0.6595
H: -3.8602 2.4877 -0.0632
H: 2.8287 1.4587 -1.5718
H: -3.8266 0.3465 -0.2882
H: -1.3780 5.5452 1.5635
H: 1.0930 -0.2184 -1.1625
H: 6.5752 1.3179 0.7999
H: -3.9884 -1.2467 1.5712
H: 7.0326 0.4380 -0.6868
H: 3.8790 -2.5002 1.1385

Its energy is -1208.0506 hartree. As for the net charge: 0. For the HOMO-LUMO gap, the calculation gives 8.74 eV. For the energy above the lowest of the compared OMol25 structures with the same formula, charge and spin, the calculation gives 261.6 kJ/mol. The HOMO energy is -0.294 hartree.

=====

Entry 5:
The following is a DFT calculation (ωB97M-V/def2-TZVPD) of a cluster of 6 separate species, C16H24Cl6O13S in total.

Positions of all 60 atoms, in Å:
Cl: 8.2244 -1.6652 -0.6387
Cl: -1.2005 2.8743 -3.4663
Cl: 8.0027 -0.5626 2.1299
Cl: -0.4659 3.8941 -6.2109
Cl: 1.4943 2.4469 -4.4650
Cl: 6.5803 -3.0491 1.3806
S: 2.5370 -0.7148 0.6426
O: 1.5522 -0.3547 1.7125
O: 3.7890 -1.2993 1.0442
O: 0.5190 3.2764 -0.0990
O: -2.1335 -0.9400 -2.6908
O: 1.8438 -5.7218 5.9356
O: -1.2536 3.6435 1.2142
O: -1.2287 4.4505 -0.8364
O: 1.8982 -1.7719 -0.4374
O: -4.2558 -0.4752 -2.0189
O: -2.6069 0.2495 -0.7672
O: 2.6215 0.4783 -0.5011
O: 2.7082 -5.4646 3.7937
O: 2.0566 -3.7463 4.9017
C: -2.9091 -0.4038 -1.8917
C: -3.7919 0.5921 -0.0570
C: 3.1006 -4.4626 2.8970
C: 2.1935 -5.0037 4.9888
C: 7.1735 -1.4943 0.7809
C: 2.5192 -4.6995 1.5139
C: -2.4666 4.2116 1.1164
C: 1.6222 0.2894 -1.4463
C: 1.3426 -1.1816 -1.5714
C: 2.5914 -3.2402 3.6798
C: -6.1248 -0.2821 -0.5092
C: -4.8723 0.3276 -1.0943
C: -3.5044 4.5043 -1.2921
C: -0.1925 2.6587 -4.9228
C: -2.4157 4.8931 -0.2507
C: -0.5876 3.7546 0.0883
H: 6.3622 -0.8953 0.3672
H: 2.8246 -5.6422 1.0599
H: 1.9272 -2.7282 2.9834
H: -6.9712 -0.3440 -1.1932
H: -3.8692 -0.1497 0.7380
H: -0.4617 1.7008 -5.3680
H: -2.5548 4.8885 1.9661
H: -3.2749 3.5062 -1.6652
H: 1.7083 -1.6413 -2.4896
H: 2.7898 -3.8924 0.8332
H: -2.2139 5.9225 0.0455
H: 2.0262 0.5606 -2.4217
H: -3.6164 5.2365 -2.0918
H: -5.0209 1.2981 -1.5677
H: 3.4651 -2.5988 3.7949
H: -4.4095 4.3585 -0.7024
H: 4.1690 -4.4275 2.6841
H: -6.4664 0.4250 0.2468
H: -6.1518 -1.2634 -0.0353
H: -3.2783 3.4846 1.1417
H: 0.2800 -1.4224 -1.5423
H: 0.7040 0.8490 -1.2678
H: -3.7677 1.6155 0.3171
H: 1.4399 -4.8519 1.5144

Its energy is -4761.4517 hartree. As for the multiplicity: 2. As for the net charge: -1. For the HOMO-LUMO gap (alpha / beta), the calculation gives 1.92 / 8.69 eV. The HOMO energy (alpha / beta) is 0.002 / -0.247 hartree. Its expectation value of S² is 0.7530.

=====

Entry 6:
The following is a DFT calculation (ωB97M-V/def2-TZVPD) of a structure of composition C31H43GeN4O3S5V.

Positions of all 88 atoms, in Å:
Ge: -1.7016 -0.5263 -2.5024
V: 0.2507 1.2088 -0.2418
S: -1.7085 2.1526 -1.1836
S: 2.4092 2.1003 0.1328
S: -2.1034 2.3598 1.8004
S: 0.7577 -1.2504 2.9322
S: -1.6137 -0.3120 0.5295
O: 1.1748 -0.4697 0.0057
O: 1.6386 -1.8797 3.9516
O: 1.8478 -2.5946 0.1547
N: 1.6302 3.6402 -1.8635
N: 0.6081 4.0322 0.2454
N: 2.4002 -1.3552 -1.7434
N: 2.2133 -0.1888 -2.5316
C: -4.5204 0.2722 -2.5480
C: 1.7427 -1.4078 -0.5181
C: -5.8259 0.3927 -2.1077
C: -4.1268 -1.4383 -0.9441
C: -2.0800 0.2790 -7.2546
C: -1.4336 -3.5252 -2.1327
C: -3.0038 -0.5350 -6.6213
C: -1.6513 1.3865 0.5012
C: 0.1293 -2.5530 -3.6351
C: -0.9470 -2.3900 -2.7662
C: 0.9944 0.5824 3.1185
C: 1.1667 3.0656 -0.6372
C: -1.8992 -0.1945 -4.5007
C: -2.9050 -0.7688 -5.2618
C: 0.6992 -3.7946 -3.8534
C: 2.0622 0.8473 5.3953
C: -6.2874 -0.4133 -1.0840
C: 2.2580 0.9250 3.8852
C: -0.9471 -3.8451 3.5080
C: -1.0494 0.8371 -6.5202
C: -0.9452 -1.3209 3.6864
C: -0.8819 -4.7721 -2.3566
C: -5.4308 -1.3305 -0.5016
C: -0.6397 1.0842 -2.0352
C: -1.6911 -2.5532 3.2050
C: 0.7496 3.6453 -3.0223
C: -3.6478 -0.6510 -1.9852
C: -0.9695 0.5988 -5.1609
C: 3.0929 -3.2535 0.0973
C: 0.1943 -4.9173 -3.2163
C: -0.1029 5.1631 -0.2953
H: 0.4372 2.6295 -3.3042
H: -0.1712 1.0445 -4.5796
H: 2.5843 1.9313 3.6062
H: 3.1105 -3.9971 -0.7056
H: 3.2223 -3.7541 1.0568
H: 2.4886 3.1575 -2.1149
H: 3.0443 0.2252 3.5925
H: -5.7813 -1.9419 0.3212
H: 3.9051 -2.5414 -0.0569
H: 1.5404 -3.8894 -4.5325
H: 1.2761 4.1197 -3.8555
H: 2.6070 0.5892 -1.9900
H: 1.2628 1.5172 5.7101
H: 0.0610 3.5740 0.9765
H: -1.4770 -0.4312 3.3563
H: 1.2036 0.0232 -2.6210
H: -3.6253 -1.4118 -4.7716
H: -6.4834 1.1334 -2.5476
H: -7.3067 -0.3200 -0.7321
H: -3.7987 -0.9915 -7.2000
H: 0.6361 -5.8923 -3.3897
H: -1.0454 4.8912 -0.7920
H: -0.3070 1.4551 -7.0115
H: -2.1664 0.4835 -8.3154
H: -3.4645 -2.1192 -0.4304
H: -0.7830 -3.9496 4.5790
H: -1.8322 -2.4608 2.1271
H: -0.8036 -1.3193 4.7682
H: 2.9791 1.1314 5.9133
H: 0.5467 5.6664 -1.0105
H: 2.2876 -2.1952 -2.3076
H: 0.5235 -1.6861 -4.1518
H: 1.8087 -0.1713 5.6782
H: 0.0218 -3.8386 3.0175
H: -2.2636 -3.4356 -1.4519
H: -1.5142 -4.7033 3.1511
H: -4.1643 0.9232 -3.3365
H: -0.3347 5.8411 0.5289
H: 0.1129 1.0232 3.5795
H: -2.6832 -2.5749 3.6723
H: -0.1502 4.2105 -2.7963
H: 1.0761 0.9388 2.0858
H: -1.2886 -5.6391 -1.8533

Its energy is -6663.5538 hartree. As for the multiplicity: 3. As for the net charge: -2. For the HOMO-LUMO gap (alpha / beta), the calculation gives 4.37 / 4.70 eV. For the energy above the lowest of the compared OMol25 structures with the same formula, charge and spin, the calculation gives 184.2 kJ/mol. The HOMO energy (alpha / beta) is -0.004 / -0.016 hartree. Its expectation value of S² is 2.0977.

=====

Entry 7:
The following is a DFT calculation (ωB97M-V/def2-TZVPD) of a cluster of 2 separate species, CH5P in total.

Positions of all 7 atoms, in Å:
P: -1.3005 -0.1374 -0.1489
C: 0.4684 0.4074 -0.0577
H: -1.5534 0.3753 1.1975
H: 0.5617 1.5761 -1.4750
H: -1.9571 1.0522 -0.7307
H: 0.6070 1.2136 0.6989
H: 1.0723 -0.4604 -0.3193

Its energy is -382.1959 hartree. As for the multiplicity: 3. As for the net charge: 0. For the HOMO-LUMO gap (alpha / beta), the calculation gives 8.34 / 7.48 eV. For the energy above the lowest of the compared OMol25 structures with the same formula, charge and spin, the calculation gives 215.2 kJ/mol. The HOMO energy (alpha / beta) is -0.264 / -0.360 hartree. Its expectation value of S² is 2.0052.

=====

So what do the calculations give for F_max? Going down the list: 7.01; 3.19; 1.60; 0.59; 5.25; 2.91; 3.86 eV Å⁻¹.